Density functional theory data (ωB97M-V/def2-TZVPD) for CH3Cl2P in the gas phase.

Structure (XYZ):
```
7
Properties=species:S:1:pos:R:3
Cl -0.8124 -1.2611 0.5226
C -1.3049 -0.3474 -0.8847
P -0.8637 1.6230 -0.9921
Cl 0.8196 1.7314 0.0237
H -0.8130 -0.8358 -1.7015
H -2.4555 -0.3508 -0.9841
H -1.3871 2.0976 0.2555
```

Calculated total energy   -35418.9041 eV
Structure (SMILES)   ClCPCl
Molar mass   116.915 g mol⁻¹
Spin multiplicity   1
Kohn-Sham gap   0.37743 Eh
Relative energy (zero: lowest compared OMol25 entry of this formula, charge and spin)   157.4 kJ/mol
HOMO level   -9.5 eV